Record 1
C7H14O | the ωB97M-V functional and the def2-TZVPD basis

```
22
Properties=species:S:1:pos:R:3:forces:R:3:nbo_charge:R:1
H 1.73894 0.50115 0.99074 -0.1 0.1 0.1 0.15
C -2.07220 -0.69278 0.00810 0.3 0.2 0.2 -0.63
H 0.75754 2.37235 2.32803 0.0 0.1 0.1 0.22
H -2.36747 -0.86265 -1.02684 -0.1 0.0 -0.1 0.21
C 0.48881 2.24740 1.28086 0.0 -0.5 0.2 -0.63
H -0.52578 -2.81840 0.62731 0.0 -0.1 0.0 0.22
C 0.00099 -2.13010 -0.02927 0.1 0.4 0.3 -0.64
H -2.53182 -1.44463 0.64517 -0.1 -0.1 0.0 0.22
H -0.51514 1.15061 -0.95113 -0.1 0.0 0.0 0.20
O -0.17202 -0.11457 1.52176 -1.0 -1.5 -1.5 -0.56
C 1.25010 0.10380 -1.59641 -0.3 0.0 0.1 -0.61
C 0.68336 0.79779 0.87591 0.3 0.6 -1.6 0.12
H 1.05827 -2.14058 0.22791 0.0 -0.1 0.0 0.22
H 1.99740 -0.58609 -1.21119 0.1 -0.1 0.0 0.21
C -0.56508 -0.73577 0.12833 -0.1 0.4 1.8 0.30
H -0.11473 -2.46762 -1.05873 0.0 0.0 -0.1 0.22
C 0.17911 0.40182 -0.56421 0.8 0.6 0.8 -0.27
H -2.41628 0.28620 0.34198 -0.1 0.0 -0.2 0.22
H 1.75570 1.02792 -1.87347 0.0 0.0 -0.1 0.22
H 1.11275 2.89850 0.66950 0.1 0.0 0.0 0.21
H -0.55417 2.53446 1.16043 -0.1 0.0 0.0 0.21
H 0.81172 -0.32882 -2.49476 0.1 0.0 -0.1 0.21
```
Positions in Å, forces in eV/Å.

Calculated values
Energy = -350.33019 Eh
Structure (SMILES) = C[C@@H]1[C@@H](C)OC1(C)C
Charge = 0
Largest force on an atom = 0.046 Eh/bohr
Spin multiplicity = 1
HOMO energy = -9.405 eV


Record 2
C7H14O | the ωB97M-V functional and the def2-TZVPD basis

```
22
Properties=species:S:1:pos:R:3:forces:R:3:nbo_charge:R:1
C 0.76703 0.81617 2.27373 1.0 -1.5 -0.9 -0.64
H 0.80246 1.77504 2.77854 0.1 0.0 0.0 0.25
C 1.11622 -1.41607 0.09194 -0.2 -1.5 1.2 -0.72
H 1.22287 -1.84413 -0.91866 -0.1 0.8 -0.1 0.28
C 0.39969 0.91932 0.80472 -2.8 -0.6 1.0 -0.02
C -1.66098 -1.91089 -0.79868 -1.7 -0.1 -0.8 -0.73
H -1.02897 -2.46850 -1.50254 0.0 0.2 0.0 0.28
H -2.70765 -1.85811 -1.24165 1.4 -0.1 0.6 0.27
H -1.80130 0.32880 -0.53828 0.3 -0.4 -0.6 0.24
H 0.83778 -2.36927 0.58687 0.2 0.3 0.3 0.27
H -0.29472 2.48648 -0.61621 -0.3 -0.6 -0.1 0.21
H -0.01926 0.16377 2.71187 0.8 0.4 0.2 0.23
H 0.19580 2.30829 -2.48186 0.2 0.0 -0.3 0.47
O 0.03836 1.39296 -2.73531 -0.1 -0.3 0.2 -0.92
H 1.76963 0.30443 2.24302 -0.9 0.4 0.9 0.24
C -1.13691 -0.54845 -0.52693 -1.3 -0.4 1.8 0.11
C 0.04358 2.15552 0.35092 0.5 -0.3 -0.2 -0.21
H 0.76192 0.88587 -2.34553 0.1 0.3 -0.2 0.47
H -1.69597 -2.56234 0.11371 0.1 0.7 -0.5 0.28
H 0.28513 2.96604 1.00696 0.1 0.4 0.3 0.21
H 2.09568 -1.10914 0.49728 -0.6 0.0 -0.3 0.26
C 0.00958 -0.41578 0.24609 3.2 2.3 -2.5 0.16
```
Positions in Å, forces in eV/Å.

Calculated values
Energy = -349.97271 Eh
Charge = +1
Largest force on an atom = 0.091 Eh/bohr
Spin multiplicity = 2
<S²> = 0.774
HOMO energy (spin up / spin down) = -14.511 / -14.388 eV


Record 3
C7H14O | the ωB97M-V functional and the def2-TZVPD basis

```
22
Properties=species:S:1:pos:R:3:forces:R:3:nbo_charge:R:1
C -2.51325 -0.97588 -0.99915 1.0 2.0 1.9 -0.49
H 0.10391 -1.33619 -2.35974 0.6 -0.3 0.7 0.24
C -1.04849 -0.48803 -0.78238 0.8 0.6 -1.2 0.13
C 1.56366 -0.59668 -0.82872 -0.3 -3.6 1.0 -0.27
H 4.28725 0.55613 0.60259 0.5 -0.2 -0.7 0.28
H 3.13967 -0.30179 1.57532 0.0 -1.6 1.0 0.24
H 3.04180 1.35660 1.38437 -0.2 1.6 0.9 0.24
C 0.21858 -0.78986 -1.40718 -0.7 -0.3 -0.1 -0.03
H -2.87744 -0.99698 -1.99495 0.2 0.1 -1.3 0.27
H -4.47954 -0.07251 -0.20363 1.0 -0.9 -0.1 0.25
H -2.67374 -1.95336 -0.60968 0.4 -1.2 0.2 0.27
C 2.19527 0.39567 -0.18633 -1.1 3.3 -0.1 0.01
C -3.36332 -0.03334 -0.11536 -1.2 1.9 0.1 -0.63
H -3.13005 -0.13792 0.95782 0.0 -0.1 -0.5 0.23
H -3.25159 1.06530 -0.36638 0.5 -1.2 0.1 0.22
C 3.25382 0.46844 0.88001 -0.6 -0.4 -1.6 -0.68
H 0.46290 2.01734 2.83616 -1.1 -0.7 -0.7 0.49
H 2.12393 -1.64221 -0.63590 -1.3 1.9 -1.2 0.28
H 1.77677 1.43541 -0.40734 0.5 -1.3 0.1 0.22
H -0.98404 0.37382 -0.12136 0.0 -0.3 0.6 0.23
O -0.01880 1.36877 2.25007 2.8 -0.2 0.2 -0.93
H 0.77293 0.80428 1.97685 -1.8 0.8 0.5 0.45
```
Positions in Å, forces in eV/Å.

Calculated values
Energy = -349.94032 Eh
Charge = +1
Largest force on an atom = 0.073 Eh/bohr
Spin multiplicity = 2
<S²> = 0.769
HOMO energy (spin up / spin down) = -14.496 / -14.883 eV


In kcal/mol, the relative energy (zero: lowest compared OMol25 entry of this formula, charge and spin) values for the records above are, in order, 18.4 28.0 48.3.